C5H12IrO3 as an isolated structure at a distorted geometry. Source: the OMol25 dataset; level of theory: the ωB97M-V functional and the def2-TZVPD basis.

```
21
Properties=species:S:1:pos:R:3:forces:R:3:mulliken_charge:R:1
O -1.276674 2.034104 0.741786 0.0 0.3 0.3 -0.58
C -2.344725 1.155781 0.724295 -1.8 -1.2 0.3 -0.30
C -1.916042 -0.266389 0.382221 -0.3 -0.5 0.7 -0.42
O -1.200673 -0.204236 -0.852584 0.3 1.2 -0.5 -0.44
C -0.255020 -1.199003 -1.186486 0.2 -0.9 -0.4 -0.58
C 0.947472 -1.230022 -0.265581 -0.1 -0.9 0.1 -0.37
O 1.460737 0.092657 -0.158680 0.6 -1.4 0.2 -0.34
C 2.693214 0.189721 0.539320 1.1 0.1 0.6 -0.64
H -3.109340 1.466257 -0.020018 0.5 0.2 0.3 0.29
H -2.855964 1.103876 1.706934 0.3 0.2 -0.4 0.37
H -2.778882 -0.935661 0.248873 0.2 0.2 0.2 0.38
H -1.263494 -0.654379 1.180723 -0.2 0.0 -0.2 0.28
H 0.076601 -0.936290 -2.200951 -0.2 -0.2 0.2 0.32
H -0.743643 -2.182890 -1.187317 0.2 0.1 -0.1 0.38
H 1.720571 -1.884825 -0.695020 -0.2 0.1 0.1 0.46
H 0.690268 -1.594799 0.740912 0.2 0.1 -0.2 0.35
H 2.853565 1.248890 0.769452 0.0 -0.3 -0.1 0.25
H 2.652078 -0.397104 1.468205 0.0 0.2 -0.2 0.32
H 3.508161 -0.179077 -0.099166 -0.3 0.1 0.2 0.32
H 0.998498 2.748519 -1.382453 -0.2 -0.3 0.1 -0.06
Ir 0.143287 1.624873 -0.454471 -0.3 3.0 -1.2 1.03
```
Forces are in eV/Å.

E_HOMO (spin up / spin down)	-12.5 / -14.5	eV
2S+1	5
DFT total energy	-527.28492	a.u.
F_max	3.2	eV/A
net charge	+1